5 unconnected molecules or ions with the total composition C15H26ClF9N4O10PS, computed with ωB97M-V/def2-TZVPD.

Geometry as ORCA input:
```
! wB97M-V def2-TZVPD RIJCOSX def2/J DEFGRID3
* xyz -1 1
C 2.308 -2.169 2.924
C 1.256 -1.704 2.588
P -0.353 -0.881 2.054
C -1.244 -2.526 1.797
C -0.734 -3.787 2.492
C 0.460 0.849 2.468
Cl 1.848 1.070 1.306
C -0.529 1.985 2.315
C 0.051 3.406 2.219
S -1.083 -0.887 4.432
O -1.242 0.485 4.922
O -0.265 -1.740 5.283
C -2.840 -1.543 4.828
F -2.992 -2.850 4.510
F -2.920 -1.465 6.176
C -4.039 -0.705 4.252
F -4.640 -0.034 5.265
F -3.615 0.204 3.359
C -5.169 -1.553 3.601
F -4.700 -2.293 2.583
F -5.691 -2.363 4.550
C -6.360 -0.727 3.034
F -5.965 0.182 2.149
F -7.190 -1.575 2.407
F -7.050 -0.125 3.998
H 3.277 -2.518 3.200
H -1.588 -0.191 1.706
H 0.108 -0.794 0.711
H -2.295 -2.352 2.025
H -1.186 -2.679 0.714
H -0.504 -3.631 3.546
H -1.506 -4.566 2.445
H 0.143 -4.188 1.984
H 0.943 0.843 3.443
H -1.222 1.941 3.153
H -1.119 1.792 1.410
H 0.278 3.660 1.186
H -0.682 4.125 2.593
H 0.958 3.510 2.818
C 2.966 -0.459 -3.478
N 2.588 -0.640 -2.049
O 3.434 -0.434 -1.204
O 1.435 -0.944 -1.826
H 4.009 -0.169 -3.527
H 2.790 -1.392 -4.004
H 2.328 0.334 -3.850
C 1.327 3.560 -1.266
N 1.999 2.683 -2.255
O 1.309 1.990 -2.975
O 3.213 2.699 -2.267
H 0.256 3.425 -1.364
H 1.681 3.245 -0.287
H 1.632 4.581 -1.479
C 4.466 4.102 -5.744
N 4.422 2.633 -5.506
O 5.267 2.154 -4.788
O 3.534 2.016 -6.060
H 5.303 4.507 -5.188
H 4.580 4.253 -6.813
H 3.521 4.511 -5.399
C 0.404 -2.223 -6.991
N 1.102 -2.644 -5.745
O 0.563 -2.408 -4.689
O 2.181 -3.187 -5.883
H -0.531 -1.753 -6.712
H 1.063 -1.532 -7.509
H 0.245 -3.116 -7.588
*
```

## Properties
max |F|: 0.044 Eh/bohr
energy: -99502.5308 eV
HOMO energy: -5.11 eV
Kohn-Sham gap: 6.83 eV

---

C6H12S in the gas phase, computed with ωB97M-V/def2-TZVPD.

Geometry as ORCA input:
```
! wB97M-V def2-TZVPD RIJCOSX def2/J DEFGRID3
* xyz 0 1
C -2.906 -0.186 0.435
C -0.206 0.159 -0.280
C -0.502 1.639 -0.363
C 1.023 -0.366 -0.103
C 2.300 0.434 0.011
C 1.284 -1.860 -0.040
H -2.580 0.018 1.462
H -3.273 0.738 0.002
H -3.726 -0.911 0.450
H 0.411 2.259 -0.332
H -1.057 1.901 -1.270
H -1.156 1.972 0.463
H 2.178 1.509 -0.156
H 2.726 0.298 1.015
H 3.031 0.054 -0.699
H 0.380 -2.421 0.233
H 2.041 -2.040 0.727
H 1.638 -2.267 -0.989
S -1.605 -0.930 -0.565
*
```

## Properties
ΔE to the lowest compared entry with this formula, charge and spin: 0.137 eV
max |F|: 0.013 Eh/bohr
energy: -17251.4646 eV
HOMO energy: -8.04 eV
Kohn-Sham gap: 8.99 eV
SMILES: CSC(C)=C(C)C

---

C7H8N2S2 in the gas phase, computed with ωB97M-V/def2-TZVPD.

Geometry as ORCA input:
```
! wB97M-V def2-TZVPD RIJCOSX def2/J DEFGRID3
* xyz 0 1
C -3.090 -1.108 2.499
C -2.874 -0.632 1.255
C -1.822 -1.138 0.235
C 0.541 -0.254 -0.902
C 2.641 0.532 -1.811
C 3.645 1.383 -1.290
C 1.774 1.732 -0.177
H -2.759 -2.191 2.753
H -3.772 -0.441 3.281
H -3.352 0.412 1.037
H -2.100 -0.770 -0.855
H -1.314 -2.199 0.315
H 2.719 -0.325 -2.363
H 4.604 1.723 -1.605
H 0.793 1.999 0.246
N 1.498 0.630 -1.055
N 2.952 2.248 -0.322
S -0.550 0.210 0.425
S 0.464 -1.813 -1.665
*
```

## Properties
ΔE to the lowest compared entry with this formula, charge and spin: 3.469 eV
max |F|: 0.098 Eh/bohr
energy: -32035.7504 eV
HOMO energy: -8.95 eV
Kohn-Sham gap: 8.16 eV
SMILES: C=CCSC(=S)n1ccnc1

---

6 unconnected molecules or ions with the total composition C3H17NO7S, computed with ωB97M-V/def2-TZVPD.

Geometry as ORCA input:
```
! wB97M-V def2-TZVPD RIJCOSX def2/J DEFGRID3
* xyz 0 1
C 1.883 0.140 -0.710
C 1.917 -0.511 -2.093
S 0.502 -1.606 -2.261
N 0.652 1.029 -0.530
C 0.694 2.144 0.273
O -0.484 2.814 -0.080
O 1.445 2.692 1.063
H 2.877 0.725 -0.571
H 1.836 -0.498 0.298
H 1.809 0.467 -2.763
H 2.981 -0.857 -2.442
H 0.687 -2.444 -1.299
H -0.011 0.831 -1.202
H -0.199 3.830 0.194
H 0.511 0.188 3.954
H 0.368 1.358 2.948
O 0.201 0.463 3.086
H -1.483 1.449 -0.760
H -2.560 1.805 -1.541
O -1.939 0.992 -1.404
H -0.130 -2.225 1.692
H 0.400 -2.794 3.158
O -0.228 -2.340 2.610
H -1.372 -0.117 2.367
H -2.287 -1.351 2.027
O -2.065 -0.457 1.830
H -2.042 -1.806 -0.301
H -2.087 -2.538 -1.635
O -1.788 -2.685 -0.737
*
```

## Properties
ΔE to the lowest compared entry with this formula, charge and spin: 2.948 eV
max |F|: 0.124 Eh/bohr
energy: -30043.0578 eV
HOMO energy: -9.17 eV
Kohn-Sham gap: 9.59 eV
SMILES: O=C(O)NCCS.O.O.O.O.O

---

Repeat the third record exactly.
C7H8N2S2 in the gas phase, computed with ωB97M-V/def2-TZVPD.

Geometry as ORCA input:
```
! wB97M-V def2-TZVPD RIJCOSX def2/J DEFGRID3
* xyz 0 1
C -3.090 -1.108 2.499
C -2.874 -0.632 1.255
C -1.822 -1.138 0.235
C 0.541 -0.254 -0.902
C 2.641 0.532 -1.811
C 3.645 1.383 -1.290
C 1.774 1.732 -0.177
H -2.759 -2.191 2.753
H -3.772 -0.441 3.281
H -3.352 0.412 1.037
H -2.100 -0.770 -0.855
H -1.314 -2.199 0.315
H 2.719 -0.325 -2.363
H 4.604 1.723 -1.605
H 0.793 1.999 0.246
N 1.498 0.630 -1.055
N 2.952 2.248 -0.322
S -0.550 0.210 0.425
S 0.464 -1.813 -1.665
*
```

## Properties
ΔE to the lowest compared entry with this formula, charge and spin: 3.469 eV
max |F|: 0.098 Eh/bohr
energy: -32035.7504 eV
HOMO energy: -8.95 eV
Kohn-Sham gap: 8.16 eV
SMILES: C=CCSC(=S)n1ccnc1

---

What is the formula in the first record?
C15H26ClF9N4O10PS

---

Repeat the fourth record exactly.
6 unconnected molecules or ions with the total composition C3H17NO7S, computed with ωB97M-V/def2-TZVPD.

Geometry as ORCA input:
```
! wB97M-V def2-TZVPD RIJCOSX def2/J DEFGRID3
* xyz 0 1
C 1.883 0.140 -0.710
C 1.917 -0.511 -2.093
S 0.502 -1.606 -2.261
N 0.652 1.029 -0.530
C 0.694 2.144 0.273
O -0.484 2.814 -0.080
O 1.445 2.692 1.063
H 2.877 0.725 -0.571
H 1.836 -0.498 0.298
H 1.809 0.467 -2.763
H 2.981 -0.857 -2.442
H 0.687 -2.444 -1.299
H -0.011 0.831 -1.202
H -0.199 3.830 0.194
H 0.511 0.188 3.954
H 0.368 1.358 2.948
O 0.201 0.463 3.086
H -1.483 1.449 -0.760
H -2.560 1.805 -1.541
O -1.939 0.992 -1.404
H -0.130 -2.225 1.692
H 0.400 -2.794 3.158
O -0.228 -2.340 2.610
H -1.372 -0.117 2.367
H -2.287 -1.351 2.027
O -2.065 -0.457 1.830
H -2.042 -1.806 -0.301
H -2.087 -2.538 -1.635
O -1.788 -2.685 -0.737
*
```

## Properties
ΔE to the lowest compared entry with this formula, charge and spin: 2.948 eV
max |F|: 0.124 Eh/bohr
energy: -30043.0578 eV
HOMO energy: -9.17 eV
Kohn-Sham gap: 9.59 eV
SMILES: O=C(O)NCCS.O.O.O.O.O

---

Please write out number 4 again, unchanged.
6 unconnected molecules or ions with the total composition C3H17NO7S, computed with ωB97M-V/def2-TZVPD.

Geometry as ORCA input:
```
! wB97M-V def2-TZVPD RIJCOSX def2/J DEFGRID3
* xyz 0 1
C 1.883 0.140 -0.710
C 1.917 -0.511 -2.093
S 0.502 -1.606 -2.261
N 0.652 1.029 -0.530
C 0.694 2.144 0.273
O -0.484 2.814 -0.080
O 1.445 2.692 1.063
H 2.877 0.725 -0.571
H 1.836 -0.498 0.298
H 1.809 0.467 -2.763
H 2.981 -0.857 -2.442
H 0.687 -2.444 -1.299
H -0.011 0.831 -1.202
H -0.199 3.830 0.194
H 0.511 0.188 3.954
H 0.368 1.358 2.948
O 0.201 0.463 3.086
H -1.483 1.449 -0.760
H -2.560 1.805 -1.541
O -1.939 0.992 -1.404
H -0.130 -2.225 1.692
H 0.400 -2.794 3.158
O -0.228 -2.340 2.610
H -1.372 -0.117 2.367
H -2.287 -1.351 2.027
O -2.065 -0.457 1.830
H -2.042 -1.806 -0.301
H -2.087 -2.538 -1.635
O -1.788 -2.685 -0.737
*
```

## Properties
ΔE to the lowest compared entry with this formula, charge and spin: 2.948 eV
max |F|: 0.124 Eh/bohr
energy: -30043.0578 eV
HOMO energy: -9.17 eV
Kohn-Sham gap: 9.59 eV
SMILES: O=C(O)NCCS.O.O.O.O.O